The following is a DFT calculation (the ωB97M-V functional and the def2-TZVPD basis) of a cluster of 3 separate species, C10H16ClNO2S2 in total at a distorted geometry.

The calculation puts the strongest force on any atom at 17.3 eV/Å. The relative energy (zero: lowest compared OMol25 entry of this formula, charge and spin) comes out at 1294.9 kJ/mol. Its HOMO energy is -9.11 eV. The LUMO energy comes out at -0.3192 eV. The net charge is 0. The frontier orbital gap comes out at 8.789 eV.

Each line ends with the Mulliken charge.
Cartesian coordinates (Å):
1 C -5.212 -3.542 -3.039  -1.3036
2 C -4.066 -4.272 -2.633  -0.0701
3 C -2.690 -3.517 -2.982  -1.4492
4 C -2.605 -2.146 -2.050  0.0078
5 C -1.380 -1.367 -2.225  -0.4442
6 C -1.065 -0.183 -1.333  -1.3606
7 N 0.243 0.395 -1.402  -0.3111
8 S 1.521 -0.030 -0.807  1.2094
9 O 2.734 0.169 -1.552  -0.7069
10 O 1.184 -1.447 -0.208  -0.6394
11 C 1.754 1.023 0.529  -0.0327
12 C 2.516 2.191 0.737  -0.6661
13 C 1.945 2.889 1.984  -0.6667
14 C 1.131 2.255 2.578  0.4704
15 Cl 0.348 3.025 4.013  -0.2061
16 S 0.424 0.857 1.971  -0.1920
17 H 2.570 3.604 2.377  0.3905
18 H 3.224 2.222 0.202  0.8235
19 H 0.523 0.574 -2.744  0.4063
20 H -1.726 0.452 -1.686  0.7156
21 H -1.145 -0.287 -0.395  0.5643
22 H -0.202 -2.223 -1.811  0.2128
23 H -0.920 -1.327 -3.332  0.2916
24 H -2.547 -2.452 -0.858  0.1272
25 H -3.261 -1.257 -2.552  0.0739
26 H -1.863 -4.129 -2.628  0.3687
27 H -2.757 -3.201 -3.783  0.8297
28 H -3.826 -5.168 -3.168  0.3088
29 H -4.029 -4.389 -1.342  0.2136
30 H -5.141 -3.302 -4.075  0.3515
31 H -6.034 -4.031 -3.009  0.5339
32 H -5.401 -2.387 -2.556  0.1492